[1]
DFT (ωB97M-V/def2-TZVPD) results for a cluster of 4 separate species, C3H13NO3 in total.

- total energy (eV) = -10938.173
- molecular weight (g/mol) = 111.14
- total charge = +1
- relative energy (zero: lowest compared OMol25 entry of this formula, charge and spin) (kcal per mole) = 199.00
- lowest unoccupied orbital energy (spin up / spin down) (eV) = -9.457 / -9.420
- frontier orbital gap (spin up / spin down) (eV) = 4.3 / 4.6
- <S²> = 1.200
- multiplicity = 2

Atoms and positions in Å:
C 0.479 -0.952 -0.565
H 1.472 -2.670 0.024
H 1.376 -1.282 3.461
H -0.058 -1.641 -1.230
H 0.254 0.536 0.856
O -0.872 2.833 -1.414
H 0.010 2.407 -1.605
H 1.664 2.004 -2.574
H -2.069 0.199 1.550
H 1.068 -1.543 1.467
H -2.380 -0.962 0.205
C -1.634 -0.518 0.856
H -1.218 -1.315 1.492
N 1.212 -1.750 0.379
H 1.138 -0.362 -1.228
H -1.047 3.486 -2.099
O 1.050 1.507 -1.976
C -0.418 0.073 0.126
O 0.755 -0.912 2.794
H -0.781 0.861 -0.520

Cartesian forces (eV/Å) of the 2 atoms listed first:
C -1.47 -2.17 3.65
H 0.26 0.23 0.36

[2]
DFT (ωB97M-V/def2-TZVPD) results for a cluster of 3 separate species, C3H13NO3S in total.

- total energy (eV) = -21789.235
- molecular weight (g/mol) = 143.21
- total charge = 0
- relative energy (zero: lowest compared OMol25 entry of this formula, charge and spin) (kcal per mole) = 17.12
- lowest unoccupied orbital energy (eV) = 0.530
- frontier orbital gap (eV) = 9.5
- SMILES string = N[C@H](CO)CS.O.O

Atoms and positions in Å:
H -0.625 -2.863 1.578
H -0.257 -1.259 0.063
O -0.142 -0.595 -3.051
C -0.540 0.243 1.570
O -1.097 -2.083 1.816
H 0.432 2.108 0.993
H -1.958 -0.922 0.421
C -0.974 -1.032 0.855
C -0.107 1.284 0.531
H 2.860 1.250 -2.073
N 0.583 -0.028 2.435
H 0.544 -0.902 2.931
H 0.737 0.753 3.054
H -1.419 0.568 2.110
H 0.006 -1.110 -3.836
S -1.532 2.045 -0.320
H 1.585 0.747 -2.825
H 0.619 0.787 -0.114
H 0.207 -0.949 -2.241
H -1.317 1.478 -1.487
O 2.396 0.481 -2.408

Cartesian forces (eV/Å) of the 2 atoms listed first:
H 0.52 -0.61 -0.49
H 0.13 -0.26 0.06